160
Properties=species:S:1:pos:R:3 method="wB97M-V/def2-TZVPD" energy_ev=-84089.0383 lumo_ev=0.0 e_homo_ev=-8.976 homo_lumo_gap_ev=8.970 relative_energy_ev=4.188
C -1.45700 5.84133 -2.76089
C -1.37475 4.71620 -3.74535
O -1.52540 5.03503 -4.92122
C -1.38510 3.25390 -3.21962
H -1.41880 6.80214 -3.27420
H -0.63784 5.73000 -2.05048
H -2.37210 5.84467 -2.16872
H -1.01122 3.34464 -2.19978
H -0.62473 2.78975 -3.84773
H -2.34325 2.76868 -3.40566
C 0.75625 2.02367 7.84467
C 0.12338 0.94923 7.00098
O 0.50325 -0.20958 7.08829
C -0.81896 1.44752 5.85005
H 0.93745 1.47449 8.76862
H 0.09369 2.88814 7.88719
H 1.68724 2.24590 7.32314
H -0.44742 0.95904 4.94925
H -0.70684 2.49801 5.58175
H -1.86857 1.26379 6.07955
C -0.37541 -0.40628 0.32563
C -0.97713 0.95908 -0.11912
O -2.18054 1.01475 -0.42114
C -0.09541 2.21345 -0.26084
H 0.26812 -0.75815 -0.48070
H -1.04034 -1.20766 0.64774
H 0.40236 -0.17515 1.05348
H 0.57727 2.32927 0.58897
H -0.72992 3.09971 -0.25512
H 0.55353 2.19085 -1.13633
C -5.28214 0.04981 1.43146
C -6.63339 -0.63370 1.56799
O -7.50294 -0.13701 2.29201
C -6.71724 -2.02010 0.84255
H -5.31306 0.72550 0.57672
H -4.48136 -0.68935 1.40899
H -5.15253 0.67722 2.31331
H -5.89578 -2.23110 0.15787
H -7.73735 -1.96472 0.46252
H -6.64094 -2.76949 1.63038
C 4.47461 -3.33952 0.86701
C 3.60225 -3.46816 -0.33374
O 3.76901 -4.44645 -1.10675
C 2.57095 -2.48582 -0.68744
H 4.74062 -4.30429 1.29893
H 4.10344 -2.57586 1.55051
H 5.38866 -2.79714 0.62532
H 1.98929 -2.23424 0.19941
H 1.88618 -2.93479 -1.40690
H 3.04980 -1.55908 -1.00361
C 1.41866 -7.59537 1.76537
C 0.70832 -6.57615 2.68435
O 0.85160 -5.34434 2.48543
C -0.11806 -7.12475 3.90051
H 2.10421 -7.20239 1.01459
H 0.71181 -8.23736 1.23972
H 1.99912 -8.27593 2.38827
H -0.32161 -6.31767 4.60428
H 0.42252 -7.91441 4.42236
H -1.02258 -7.55706 3.47269
C 1.42834 5.66479 0.74157
C 0.42873 5.88628 1.79662
O -0.79387 6.02807 1.54122
C 1.02820 5.84240 3.18173
H 2.21985 4.95534 0.98299
H 1.88520 6.63288 0.53619
H 1.04404 5.47033 -0.25973
H 2.01938 6.29540 3.16043
H 1.04036 4.83827 3.60562
H 0.34685 6.38790 3.83462
C -0.70989 -4.86450 -5.97493
C 0.52730 -5.45064 -5.47902
O 1.30959 -5.96229 -6.25930
C 0.90693 -5.20586 -3.99347
H -0.62025 -4.79642 -7.05910
H -0.99231 -3.91684 -5.51638
H -1.42540 -5.66292 -5.77830
H 0.39186 -5.96541 -3.40534
H 0.56156 -4.26156 -3.57262
H 1.96893 -5.43945 -3.91805
C -2.70095 -6.11488 -2.37096
C -1.89745 -7.34383 -1.96249
O -1.14319 -7.89151 -2.73789
C -1.84577 -7.65548 -0.50496
H -2.33701 -5.30506 -1.73862
H -3.78013 -6.25601 -2.31129
H -2.51548 -5.90705 -3.42476
H -1.04343 -8.35508 -0.27063
H -2.79969 -8.10456 -0.22843
H -1.77990 -6.67124 -0.04124
C -2.17352 -4.27925 3.94049
C -1.29878 -3.72549 5.03565
O -0.97874 -4.37389 6.03342
C -0.68716 -2.40102 4.76944
H -1.63127 -4.42788 3.00669
H -3.12611 -3.78196 3.75776
H -2.40279 -5.29579 4.26013
H 0.01371 -2.12682 5.55791
H -1.42512 -1.59908 4.74905
H -0.17159 -2.59723 3.82934
C -6.58894 6.76995 1.37338
C -5.42151 6.11808 0.72260
O -5.07097 6.44998 -0.43252
C -4.52727 5.13950 1.56765
H -6.27277 7.65565 1.92442
H -7.07372 6.09016 2.07408
H -7.30158 7.07052 0.60532
H -4.28782 5.53549 2.55454
H -3.56955 4.85350 1.13281
H -4.98026 4.18648 1.84088
C 1.74043 -0.70044 -4.16418
C 2.54330 0.48963 -3.71506
O 2.83579 0.60706 -2.52688
C 3.12840 1.44869 -4.75547
H 1.02956 -0.41208 -4.93852
H 1.16178 -1.10818 -3.33531
H 2.45796 -1.47784 -4.42669
H 3.23182 1.05493 -5.76658
H 4.08268 1.83406 -4.39639
H 2.36113 2.22272 -4.77132
C 3.80546 1.18844 3.79036
C 3.09000 -0.06283 3.26036
O 2.87036 -0.23428 2.06532
C 2.54872 -0.98449 4.30312
H 4.88963 1.11405 3.70584
H 3.59869 1.51240 4.81036
H 3.33669 1.94911 3.16607
H 1.99993 -1.75901 3.76736
H 1.79414 -0.41480 4.84549
H 3.34325 -1.39080 4.92901
C 4.93278 1.55135 0.14527
C 4.53870 2.99480 0.35149
O 4.25542 3.44364 1.44514
C 4.55418 3.80241 -0.92206
H 6.01652 1.48837 0.24348
H 4.65908 1.12955 -0.82183
H 4.48689 0.94271 0.93192
H 5.56457 3.82387 -1.33041
H 4.25238 4.82900 -0.71438
H 3.82129 3.37744 -1.60789
C 2.95575 6.44526 -5.93811
C 3.18420 5.72876 -4.65085
O 2.25951 5.40482 -3.96725
C 4.54652 5.33739 -4.30036
H 2.25223 5.85390 -6.52418
H 3.94258 6.60419 -6.37286
H 2.51989 7.42791 -5.75775
H 4.56730 4.93546 -3.28738
H 5.16987 6.22251 -4.42715
H 4.95709 4.66780 -5.05613
C -2.60347 -1.93253 -2.05628
C -1.93882 -1.50480 -3.33058
O -0.93816 -2.05512 -3.80794
C -2.63726 -0.39440 -4.11450
H -3.54111 -2.47229 -2.18892
H -2.60097 -1.05600 -1.40838
H -1.96063 -2.71001 -1.64351
H -3.60770 -0.76401 -4.44576
H -2.10508 -0.27368 -5.05807
H -2.58377 0.50066 -3.49474